--- 1 ---
DFT (the ωB97M-V functional and the def2-TZVPD basis) results for C5H8N2 in the gas phase.

Geometry as ORCA input:
```
! wB97M-V def2-TZVPD RIJCOSX def2/J DEFGRID3
* xyz 0 1
C 0.85375 -0.84706 -1.03246
C 0.35956 0.22987 -0.07821
C -1.02886 0.79314 -0.46109
C -2.06003 -0.23475 -0.25805
N -2.83217 -1.07381 -0.06105
C 0.48382 0.02274 1.35513
N 1.19395 1.23157 0.53033
H 0.15247 -1.69237 -1.01382
H 0.91714 -0.49160 -2.06805
H 1.84218 -1.19699 -0.72506
H -1.06456 1.13071 -1.50258
H -1.25502 1.65702 0.17347
H 1.12473 -0.81272 1.65148
H -0.31740 0.30358 2.02094
H 1.63044 0.98068 1.46902
*
```

Properties
SMILES string ... C[C@@]1(CC#N)CN1
HOMO-LUMO gap ... 10.099 eV
E_HOMO ... -9.237 eV
LUMO energy ... 0.862 eV

***

--- 2 ---
DFT (the ωB97M-V functional and the def2-TZVPD basis) results for C5H8N2 in the gas phase.

Geometry as ORCA input:
```
! wB97M-V def2-TZVPD RIJCOSX def2/J DEFGRID3
* xyz 0 1
N -1.73570 -0.17060 -1.37908
C -1.08621 0.02778 -0.10516
C -1.19679 -1.00342 0.96798
N -0.72972 -1.66286 1.80103
C 0.43079 -0.01742 -0.29659
C 1.38148 -0.13813 0.82993
C 1.41318 1.08160 -0.15286
H -2.72544 0.03881 -1.35551
H -1.60915 -1.12222 -1.70792
H -1.41690 0.98504 0.31287
H 0.69563 -0.68832 -1.11231
H 1.06283 0.17176 1.82448
H 2.03321 -1.01308 0.88067
H 2.05191 1.30109 -1.01370
H 1.13343 1.98484 0.38023
*
```

Properties
SMILES string ... N#C[C@H](N)C1CC1
HOMO-LUMO gap ... 10.970 eV
E_HOMO ... -10.159 eV
LUMO energy ... 0.811 eV

***

Quick one: least stable of them? 1